Here is a molecular structure, C17H27FN5O9P2Ru from the OMol25 dataset. Energies are from wB97M-V/def2-TZVPD.

Multiplicity   5
Charge   +1
HOMO energy (alpha / beta)   -11.439 / -11.466 eV

Each line ends with the Mulliken spin population.
Geometry (Å):
Ru 0.77 -0.17 0.71  3.31
O 2.00 0.42 4.96  0.01
P 1.89 0.36 3.39  0.02
O 2.01 1.71 2.79  0.01
O 0.69 -0.48 2.93  0.15
O 3.18 -0.50 2.93  0.00
P 3.93 -0.24 1.51  0.00
O 4.44 1.26 1.66  0.01
O 4.96 -1.21 1.23  0.01
O 2.74 -0.14 0.46  0.16
H 1.87 -0.42 5.41  0.00
H 3.78 1.79 2.14  0.00
N -1.69 3.47 -3.15  0.00
C -1.60 2.48 -1.97  0.00
C -1.02 1.17 -2.45  0.01
C 0.51 1.18 -2.68  -0.03
N 1.07 0.05 -1.94  0.13
C 1.18 2.48 -2.24  0.01
C 0.69 2.99 -0.89  -0.02
N 1.17 2.08 0.16  0.12
C -0.84 3.14 -0.82  0.00
H -2.22 3.06 -3.93  0.00
H -0.76 3.71 -3.50  0.00
H -2.15 4.34 -2.87  0.00
H -2.65 2.34 -1.70  0.00
H -1.56 0.80 -3.33  0.00
H -1.23 0.46 -1.66  0.00
H 0.71 1.07 -3.76  0.00
H 2.09 0.07 -1.92  -0.01
H 0.81 -0.82 -2.39  0.00
H 1.05 3.25 -3.00  0.00
H 2.26 2.34 -2.20  0.00
H 1.13 3.98 -0.71  0.00
H 1.01 2.44 1.10  0.00
H 2.18 1.97 0.08  0.00
H -1.12 4.19 -0.75  0.00
H -1.20 2.67 0.11  0.01
F 1.77 -6.18 0.07  0.00
C 1.48 -4.87 0.19  0.04
C 0.93 -4.21 -0.89  -0.01
C 0.64 -2.86 -0.78  -0.02
C 0.90 -2.20 0.42  -0.01
C 1.46 -2.89 1.50  0.02
C 1.75 -4.24 1.38  -0.01
H 0.72 -4.76 -1.80  0.00
H 0.14 -2.38 -1.60  0.00
H 1.68 -2.39 2.42  0.00
H 2.18 -4.79 2.20  0.00
C -4.24 -2.62 0.17  0.00
N -3.35 -1.57 0.66  0.00
C -3.69 -0.87 1.79  0.00
C -2.97 0.16 2.26  0.01
C -1.75 0.47 1.57  -0.05
O -0.98 1.40 1.84  0.08
N -1.35 -0.35 0.54  0.05
C -2.20 -1.27 -0.05  0.01
O -1.99 -1.74 -1.15  0.02
H -5.25 -2.23 0.05  0.00
H -4.26 -3.45 0.88  0.00
H -3.87 -2.96 -0.78  0.00
H -4.61 -1.19 2.26  0.00
H -3.25 0.71 3.14  0.00

Here is 2 unconnected molecules or ions with the total composition C3H9NO from the OMol25 dataset. Energies are from wB97M-V/def2-TZVPD.

HOMO energy   -9.356 eV

Each line ends with the Mulliken charge.
Geometry (Å):
N 2.01 -0.30 -1.14  -0.59
C 0.95 -0.49 -0.10  -0.06
C -0.20 1.21 1.26  -0.57
C 0.08 0.74 0.02  -0.60
H 2.89 -0.72 -0.90  0.22
H 2.07 0.70 -1.23  0.22
H 0.27 -1.29 -0.43  0.11
H 1.31 -0.80 0.88  0.31
H -1.09 1.81 1.41  0.24
H 0.42 1.01 2.12  0.27
H -0.18 1.46 -0.76  0.43
H -3.63 -1.23 -0.43  0.30
H -2.19 -0.65 -0.37  0.34
O -2.72 -1.45 -0.35  -0.63

Calculated values (eV) of ΔE to the lowest compared entry with this formula, charge and spin for the records, taken in order: 3.0791 2.1579.
Calculated values (g/mol) of M for the records, taken in order: 627.45 75.11.